Record 1
24
Properties=species:S:1:pos:R:3:forces:R:3:nbo_charge:R:1 method="wB97M-V/def2-TZVPD" gap_ha=0.373 total_charge=+1 homo_ev=-12.947
C 0.4696 -0.0784 1.9850 0.06 -0.12 -0.11 -0.237
C -0.5835 -1.0996 1.5454 0.32 -0.24 -0.08 -0.232
N -0.0215 -2.0327 0.5227 -0.34 0.36 0.09 -0.804
N -0.0961 1.2637 2.0070 -0.57 -0.39 0.09 -0.839
H 0.8834 -0.4060 2.9454 0.06 0.06 -0.01 0.189
H 1.2965 -0.0867 1.2632 -0.12 0.08 0.06 0.189
H -0.9158 -1.6791 2.4074 -0.25 0.11 -0.09 0.211
H -1.4242 -0.5854 1.0799 -0.10 0.02 0.17 0.198
H -0.5257 -2.9091 0.5411 -0.07 -0.22 0.00 0.398
H 0.9350 -2.2411 0.7646 0.33 -0.16 -0.02 0.396
H -0.8225 1.3282 2.7244 0.35 0.11 -0.23 0.367
H 0.6189 1.9308 2.2290 0.21 0.37 0.19 0.375
C -0.8880 1.6076 -1.3004 0.15 -0.42 -0.29 -0.661
C 0.1672 0.5906 -1.6142 -0.36 0.25 0.00 0.162
C 1.4546 0.8134 -1.7668 0.26 -0.33 0.02 -0.398
N -0.3249 -0.7887 -1.7726 0.40 -0.03 -0.05 -0.765
H -0.4063 2.5519 -1.0764 -0.09 0.07 0.18 0.255
H -1.5342 1.7545 -2.1678 -0.04 -0.01 -0.07 0.231
H -1.5078 1.2846 -0.4664 0.05 0.16 0.16 0.236
H 2.1222 0.0075 -2.0326 0.17 -0.08 -0.05 0.205
H 1.8982 1.7828 -1.6303 -0.08 0.22 0.02 0.237
H -1.2853 -0.7935 -2.0901 -0.27 -0.03 -0.13 0.420
H -0.2116 -1.3977 -0.7638 0.11 0.11 0.07 0.443
H 0.2415 -1.2913 -2.4614 -0.18 0.13 0.07 0.425

Record 2
21
Properties=species:S:1:pos:R:3:forces:R:3:nbo_charge:R:1 method="wB97M-V/def2-TZVPD" gap_ha=0.260 total_charge=-1 homo_ev=-2.894
C -0.0608 1.7711 0.3756 -0.17 0.07 -0.19 -0.011
O -0.2245 0.5212 -0.1043 0.07 -0.01 0.00 -0.973
C -1.2124 2.2077 1.2953 0.13 0.04 0.15 -0.239
N -1.1024 3.6177 1.7193 -0.07 0.03 -0.12 -0.855
H 0.8751 1.9091 0.9821 0.10 0.02 0.07 0.060
H 0.0125 2.5639 -0.4139 -0.02 -0.02 0.05 0.083
H -2.1449 2.0729 0.7472 -0.07 0.04 -0.06 0.168
H -1.2276 1.5208 2.1518 -0.07 -0.10 -0.02 0.140
H -1.8800 3.8656 2.3192 0.06 0.00 0.07 0.333
H -0.2551 3.7391 2.2620 0.00 -0.01 0.02 0.336
C -0.0592 -2.8142 0.3259 -0.07 0.28 -0.04 -0.610
C 1.1849 -2.1614 -0.2524 0.11 0.06 -0.32 -0.279
C 0.6300 -1.3300 -2.3405 0.13 -0.19 -0.07 -0.102
N 1.1794 -2.2913 -1.7234 -0.01 -0.05 0.30 -0.441
H -0.0638 -2.7505 1.4147 0.09 -0.12 0.04 0.196
H -0.9246 -2.2474 -0.0176 -0.05 -0.03 -0.03 0.227
H -0.1486 -3.8525 0.0037 -0.02 -0.09 0.05 0.181
H 2.0861 -2.6566 0.1126 0.07 -0.11 0.04 0.156
H 1.1968 -1.1039 0.0224 -0.14 0.02 0.15 0.254
H 0.2016 -0.4458 -1.8264 0.10 -0.14 -0.10 0.244
H 0.6223 -1.4454 -3.4300 -0.18 0.29 0.04 0.131

Record 3
20
Properties=species:S:1:pos:R:3:forces:R:3:nbo_charge:R:1 method="wB97M-V/def2-TZVPD" gap_ha=0.335 total_charge=0 smiles=c1ccc(-c2ncccn2)cc1 homo_ev=-8.815
C 3.3954 0.0111 -0.0330 -2.03 -0.62 0.34 -0.168
C 2.6591 1.2055 -0.2764 1.16 -7.79 0.96 -0.231
C 1.3707 1.1243 -0.2900 -7.57 1.43 -0.25 -0.144
C 0.5905 -0.0520 -0.0598 1.31 1.74 -0.30 -0.096
C 1.2941 -1.1690 0.2425 0.83 -1.33 1.24 -0.168
C 2.6827 -1.1565 0.3045 0.83 2.48 -1.42 -0.218
C -0.8693 0.0022 -0.0471 0.36 -0.17 0.82 0.398
C -2.7800 -1.1496 -0.2954 -1.67 0.50 -0.76 0.066
C -3.5700 -0.0286 0.0176 -1.07 0.58 -0.53 -0.322
C -2.7763 1.1452 0.3115 -3.94 1.26 0.90 0.102
H 4.4475 -0.0043 -0.0869 1.10 0.07 0.14 0.206
H 3.0929 2.0309 -0.3207 3.91 7.11 -0.82 0.195
H 0.6842 2.0514 -0.4318 1.55 -1.43 0.18 0.223
H 0.9037 -2.0794 0.6596 -0.95 -0.19 -0.42 0.222
H 3.2104 -2.0369 0.5283 0.55 -1.00 0.35 0.208
H -3.2042 -2.0427 -0.7626 -0.24 0.05 0.68 0.198
H -4.7939 -0.0539 -0.1157 3.62 0.23 0.59 0.245
H -3.4021 2.2003 0.6503 2.11 -3.05 -1.09 0.197
N -1.4650 -1.1439 -0.2827 0.12 -0.38 -0.38 -0.446
N -1.4705 1.1461 0.2876 0.01 0.51 -0.23 -0.467

Record 4
8
Properties=species:S:1:pos:R:3:forces:R:3:nbo_charge:R:1 method="wB97M-V/def2-TZVPD" gap_ha=0.330 total_charge=+1 homo_ev=-16.277
C 0.0014 -0.2608 0.4967 -2.83 -0.90 0.01 -0.902
N 0.0624 0.4135 -0.8502 0.97 -1.34 -0.46 -0.785
H -0.9348 -0.8938 0.6013 0.40 0.61 -0.02 0.318
H 0.6507 -1.1153 0.2093 -0.14 0.15 0.77 0.479
H 0.4172 -0.0927 1.4975 0.94 1.08 -0.03 0.364
H 0.6244 -0.1973 -1.4541 -0.48 1.58 -0.14 0.453
H -0.1813 1.3568 -1.0092 0.32 0.84 -0.64 0.424
H -0.6401 0.7896 0.5087 0.81 -2.02 0.52 0.648

Record 5
64
Properties=species:S:1:pos:R:3:forces:R:3:lowdin_spin:R:1 method="wB97M-V/def2-TZVPD" gap_ha="0.133 / 0.267" total_charge=0 spin_multiplicity=2 homo_ev="-3.987 / -7.646" s2=0.75
Na -3.4517 -1.9218 -0.4089 0.74 0.33 -0.18 0.492
Na -2.1234 0.2180 -2.8514 0.35 -0.22 0.79 0.257
C 0.0535 -0.5519 -0.1358 -1.51 -0.16 -1.73 0.006
O -1.1552 -1.0184 -0.7177 -0.61 0.05 0.32 0.085
H 0.3026 -0.9501 0.8478 0.02 -0.14 0.15 0.001
H 0.8220 -0.7882 -0.8717 0.88 -0.08 0.31 0.001
H 0.0324 0.5367 -0.0842 0.19 0.51 0.39 0.000
C 0.7013 -3.5678 2.0130 0.29 -0.08 0.08 0.000
C -0.1386 -4.8407 1.8700 0.43 0.71 0.52 0.001
C -1.1518 -4.7106 0.8014 -1.81 1.99 -0.18 0.011
O -1.2524 -5.9209 0.1385 -0.15 -0.83 0.01 0.005
C -0.0624 -6.4857 0.3433 -0.33 -3.92 -1.11 0.000
O 0.2478 -7.5075 -0.2297 0.41 1.50 0.68 0.000
O 0.5671 -5.9206 1.3553 2.72 -1.02 -0.33 0.000
H 1.7059 -3.7408 2.3987 -0.18 -0.34 0.39 0.000
H 0.2045 -2.8333 2.6468 -0.07 -0.11 0.08 0.000
H 0.8920 -3.0735 1.0604 -0.33 -0.22 -0.22 0.000
H -0.5544 -5.2310 2.7989 -0.12 0.54 0.32 0.000
H -0.7731 -4.0684 0.0062 -0.58 1.16 0.52 0.003
H -2.1007 -4.4915 1.2908 -0.23 0.61 -0.77 0.010
Br 2.5723 -4.6232 -1.4170 -0.53 0.72 -0.84 0.002
C 1.3179 -3.3479 -2.3020 -0.64 0.51 0.04 0.001
C 0.9513 -3.6281 -3.7159 0.04 -1.08 -0.39 0.010
Br -0.8080 -2.7257 -4.1539 1.03 -0.49 0.19 0.050
H 1.6957 -2.3275 -2.3664 0.08 -0.09 1.41 0.000
H 0.3600 -3.5224 -1.8120 0.48 0.76 0.85 0.000
H 0.7788 -4.7043 -3.7089 -0.23 0.09 -1.11 0.000
H 1.6970 -3.2558 -4.4183 -0.35 -0.36 -0.19 0.001
C -2.7621 5.4641 3.9061 -2.14 0.16 0.07 0.000
O -1.5728 4.7768 4.0879 0.43 1.38 0.25 0.000
C -1.3845 3.5530 3.6369 -2.84 0.62 0.63 0.000
O -2.2700 2.7895 3.3281 0.53 -0.10 -0.31 0.001
O -0.1197 3.3978 3.7042 1.57 -0.78 -0.43 0.000
C 0.3840 2.1699 3.2488 1.59 -0.56 -0.59 0.000
H -2.5786 6.5050 3.6401 0.30 -0.17 0.06 0.000
H -3.3859 5.4278 4.7993 0.34 0.19 0.43 0.000
H -3.4506 5.0282 3.1822 0.51 -0.23 -0.51 0.000
H 0.8915 1.7453 4.1150 -0.12 -0.54 -0.33 0.000
H 1.1209 2.4271 2.4879 0.31 -0.10 0.15 0.000
H -0.3064 1.5079 2.7261 -0.41 0.12 0.67 0.000
C 2.9936 2.7043 -1.2763 1.17 -0.68 0.59 0.000
O 3.7291 1.5176 -1.6901 -0.39 1.84 -1.89 0.000
C 4.0334 0.5501 -0.8826 -1.44 0.03 3.49 0.000
O 3.7221 0.5103 0.3149 0.78 -0.21 -1.94 0.000
O 4.6616 -0.3628 -1.5769 0.93 -0.69 -0.93 0.000
C 4.9503 -1.6036 -0.9576 -0.51 -0.76 1.21 0.000
H 3.5050 3.1151 -0.4058 -0.45 -0.20 0.37 0.000
H 1.9560 2.4247 -1.0938 0.11 0.27 0.03 0.000
H 3.1465 3.4671 -2.0397 -0.34 -0.50 -0.34 0.000
H 5.4387 -1.4836 0.0094 0.16 0.27 -0.11 0.000
H 5.5475 -2.2687 -1.5814 -0.01 0.64 -0.37 0.000
H 4.0159 -2.1214 -0.7410 -0.08 0.00 -0.07 0.000
C -2.6348 2.2544 0.3637 -1.47 -1.48 -0.51 0.012
O -3.0949 3.2965 -0.4781 0.38 2.19 -1.29 0.004
C -2.8194 3.4524 -1.8102 0.10 -1.17 2.57 0.005
O -2.2729 2.6392 -2.5117 0.32 -0.47 -0.56 0.019
O -3.2836 4.6156 -2.1430 -0.91 1.60 0.38 0.001
C -3.0244 5.2404 -3.3775 1.68 0.09 -1.21 0.001
H -1.7123 2.3425 0.9376 0.29 0.56 -0.86 0.000
H -2.7205 1.3684 -0.2655 0.71 -0.54 0.53 0.016
H -3.4153 2.1898 1.1218 0.08 -0.07 -0.03 0.001
H -2.7279 4.4954 -4.1158 -0.78 -0.01 -0.29 0.000
H -2.1381 5.8746 -3.3556 0.43 -0.11 0.82 0.000
H -3.7516 5.9920 -3.6847 -0.80 -0.93 0.26 0.000